No. 1
Here is 2 unconnected molecules or ions with the total composition C14H22FN3O5S at a distorted geometry from OMol25. Energies are from ωB97M-V/def2-TZVPD.

Properties
**Energy**: -1585.1119 Eh
**Orbital gap**: 9.4 eV
**SMILES**: NCCC[C@@]1(CCF)OS(=O)(=O)O[C@H]1c1cccnc1.CC(N)=O
**HOMO**: -9.025 eV
**E_LUMO**: 0.381 eV

Each line ends with the Mulliken charge.
Cartesian coordinates (Å):
N (1.3102, -1.8178, 0.7711)  -0.622
C (0.5586, -1.7835, -0.5275)  0.096
C (1.5064, -1.3522, -1.7098)  -1.106
C (1.4034, 0.1617, -2.1480)  -1.238
C (1.5453, 1.2119, -0.9902)  1.163
C (3.0138, 1.0774, -0.4075)  -0.991
C (3.1888, 1.4763, 1.1026)  -0.419
F (3.2967, 0.3247, 1.9458)  -0.365
O (1.6401, 2.4783, -1.7535)  -0.475
S (1.3831, 3.7570, -0.7591)  1.183
O (2.5177, 4.2766, -0.0144)  -0.566
O (0.8126, 4.8528, -1.5075)  -0.619
O (0.3757, 2.9452, 0.2725)  -0.418
C (0.3418, 1.5079, -0.0324)  0.406
C (-1.1246, 1.3479, -0.5618)  0.199
C (-2.1711, 0.9104, 0.3873)  -0.407
C (-3.4853, 0.8102, -0.2446)  -0.423
C (-3.7703, 1.0931, -1.6354)  -0.415
N (-2.7930, 1.5290, -2.4713)  -0.626
C (-1.5693, 1.6325, -1.9159)  -0.431
H (0.7757, -1.3793, 1.5186)  0.285
H (2.1840, -1.3289, 0.5848)  0.196
H (-0.4001, -1.2241, -0.4697)  -0.061
H (0.2782, -2.8599, -0.7281)  0.473
H (2.5691, -1.6622, -1.4897)  0.402
H (1.2153, -1.9628, -2.6128)  0.436
H (0.4861, 0.2695, -2.7728)  0.357
H (2.2731, 0.3486, -2.8435)  0.400
H (3.6586, 1.7882, -0.9947)  0.482
H (3.4787, 0.0694, -0.5379)  0.516
H (4.1928, 1.9807, 1.1868)  0.358
H (2.4466, 2.2106, 1.4923)  0.315
H (0.3829, 0.9479, 0.9329)  0.429
H (-1.9748, 0.6931, 1.4555)  0.363
H (-4.3404, 0.4842, 0.3998)  0.367
H (-4.8140, 0.9452, -2.0061)  0.329
H (-0.7642, 1.9957, -2.6086)  0.456
C (-1.2866, -3.4210, 2.9770)  -0.979
C (-2.1109, -2.7259, 1.9261)  0.592
N (-3.4559, -2.8992, 2.0102)  -0.420
O (-1.6188, -2.0433, 1.0427)  -0.505
H (-0.7184, -2.6761, 3.5343)  0.236
H (-0.5991, -4.1122, 2.4892)  0.262
H (-1.9076, -3.9815, 3.6770)  0.389
H (-3.9026, -3.4521, 2.7195)  0.171
H (-4.0280, -2.4439, 1.3169)  0.227

---

No. 2
Here is a molecular structure, C42H111F6N10O15S2Ti at a distorted geometry from OMol25. Energies are from ωB97M-V/def2-TZVPD.

Properties
**Energy**: -5587.6801 Eh
**<S²>**: 3.7525
**Orbital gap (alpha / beta)**: 4.2 / 7.9 eV
**HOMO (alpha / beta)**: -4.350 / -8.108 eV
**E_LUMO (alpha / beta)**: -0.178 / -0.187 eV
**Spin multiplicity**: 4

Each line ends with the Mulliken spin population.
Cartesian coordinates (Å):
Ti (-1.7405, 1.4548, 3.3490)  2.230
C (1.8815, -0.2880, 2.8425)  0.006
F (3.2204, -0.3255, 2.6463)  0.004
F (1.2162, -1.3347, 2.3898)  0.014
F (1.7000, -0.1366, 4.1479)  0.023
S (1.2787, 1.2464, 1.8818)  0.079
O (1.3014, 2.3964, 2.7751)  0.029
O (2.1958, 1.3415, 0.7681)  0.024
N (-0.4109, 0.7539, 1.5869)  0.047
S (-0.4192, 0.5664, 0.0472)  0.070
O (-0.2149, 1.7902, -0.7395)  0.012
O (0.3549, -0.6020, -0.3951)  0.004
C (-2.2912, 0.2317, -0.2968)  0.047
F (-2.6348, 0.8590, -1.3705)  0.002
F (-2.4442, -1.1047, -0.5040)  -0.008
F (-2.9783, 0.7283, 0.7292)  0.053
C (-3.5696, 5.6731, 3.5317)  0.010
C (-3.1908, 4.1836, 3.7259)  0.016
C (-4.3733, 3.2845, 3.2913)  0.048
O (-3.9886, 1.8423, 3.5921)  -0.027
C (-5.0254, 0.9363, 3.1503)  0.064
N (-2.0027, 3.8921, 2.9699)  0.038
H (-2.8247, 6.3684, 3.9187)  0.001
H (-4.4921, 5.9020, 4.0654)  0.001
H (-3.7866, 5.9112, 2.4904)  -0.003
H (-3.0194, 4.0837, 4.7977)  -0.018
H (-4.6957, 3.4412, 2.2620)  -0.013
H (-5.2792, 3.5664, 3.8280)  0.004
H (-4.7502, -0.0864, 3.4080)  -0.024
H (-5.1688, 0.9594, 2.0700)  0.004
H (-5.9456, 1.2026, 3.6704)  0.003
H (-1.2581, 4.4562, 3.3538)  0.031
H (-2.1449, 4.2641, 2.0417)  0.018
C (-0.6845, -0.6095, -3.8521)  0.000
C (-0.3771, -1.5250, -5.0141)  0.000
C (-0.3664, -0.8086, -6.3671)  0.000
O (-1.6637, -0.4304, -6.7608)  0.000
C (-2.6030, -1.4718, -7.0274)  0.000
N (0.9081, -2.1762, -4.6505)  0.000
H (-1.6763, -0.1576, -3.8680)  0.000
H (0.0821, 0.1609, -3.7695)  0.000
H (-0.7479, -1.0305, -2.8487)  0.001
H (-1.1369, -2.3064, -4.9959)  0.000
H (0.0257, -1.4815, -7.1297)  0.000
H (0.2989, 0.0516, -6.4418)  0.000
H (-2.2143, -2.3005, -7.6192)  0.000
H (-3.4339, -0.9979, -7.5500)  0.000
H (-2.9397, -1.7783, -6.0371)  0.000
H (1.2008, -2.8121, -5.3785)  0.000
H (0.8839, -2.6047, -3.7362)  0.000
C (-2.5017, 1.0733, 6.9057)  0.046
C (-1.1265, 0.5980, 6.4317)  -0.046
C (-1.1814, -0.7940, 5.6536)  0.035
O (-1.8008, -0.5720, 4.3645)  -0.126
C (-1.9403, -1.6855, 3.4266)  0.091
N (-0.6241, 1.6890, 5.5596)  0.142
H (-3.3423, 0.9363, 6.2254)  0.000
H (-2.5715, 2.1433, 7.1011)  0.000
H (-2.7506, 0.4687, 7.7779)  0.001
H (-0.4109, 0.5687, 7.2533)  0.002
H (-1.7941, -1.4583, 6.2630)  0.004
H (-0.1599, -1.1400, 5.4959)  -0.009
H (-1.0331, -2.2027, 3.1141)  -0.014
H (-2.3301, -1.3005, 2.4843)  0.050
H (-2.6945, -2.4048, 3.7459)  0.004
H (0.2874, 1.4116, 5.2245)  0.021
H (-0.4102, 2.4961, 6.1277)  0.009
C (2.8236, 0.6923, -2.5445)  0.000
C (3.6658, 0.3231, -3.7665)  0.000
C (4.6261, -0.9146, -3.6082)  0.000
O (5.4922, -1.1208, -4.7332)  0.000
C (6.4372, -0.1347, -4.9699)  0.000
N (2.8816, 0.2565, -4.9778)  0.000
H (3.3828, 0.9802, -1.6542)  0.001
H (2.2277, -0.1887, -2.3062)  0.000
H (2.1295, 1.5007, -2.7743)  0.000
H (4.3408, 1.1745, -3.8538)  0.000
H (3.9010, -1.7253, -3.5368)  0.000
H (5.1898, -0.9206, -2.6753)  0.000
H (5.9159, 0.8214, -5.0184)  0.000
H (6.9326, -0.3957, -5.9051)  0.000
H (7.2139, -0.0598, -4.2088)  0.000
H (2.2583, -0.5380, -4.9596)  0.000
H (3.4984, -0.1217, -5.6824)  0.000
C (-1.7350, 4.7512, -7.5224)  0.000
C (-0.9499, 3.5114, -7.1199)  0.000
C (-0.9707, 3.2590, -5.5901)  0.000
O (-0.4004, 4.3056, -4.7996)  0.000
C (-0.4830, 3.9130, -3.4044)  0.000
N (-1.6998, 2.4479, -7.7704)  0.000
H (-1.1943, 5.6746, -7.3153)  0.000
H (-2.7180, 4.7982, -7.0538)  0.000
H (-1.7929, 4.8017, -8.6097)  0.000
H (0.0675, 3.4585, -7.5075)  0.000
H (-0.3994, 2.3376, -5.4771)  0.000
H (-1.9778, 3.0821, -5.2125)  0.000
H (0.3265, 3.2143, -3.1933)  0.000
H (-1.3845, 3.4414, -3.0133)  0.000
H (-0.2646, 4.7961, -2.8039)  0.000
H (-2.6462, 2.4307, -7.4180)  0.000
H (-1.3368, 1.5297, -7.5578)  0.000
C (9.7057, 1.0733, 3.3916)  0.000
C (9.0485, 0.3129, 2.2209)  0.000
C (7.6105, 0.6158, 2.0693)  0.000
O (7.1369, 0.0089, 0.8444)  0.000
C (5.7018, 0.0316, 0.8605)  0.000
N (9.7538, 0.6827, 0.9725)  0.000
H (10.7388, 0.7950, 3.6001)  0.000
H (9.1276, 0.8610, 4.2909)  0.000
H (9.6594, 2.1574, 3.2875)  0.000
H (9.1122, -0.7631, 2.3830)  0.000
H (7.5252, 1.6902, 1.9065)  0.000
H (6.9832, 0.4494, 2.9451)  0.000
H (5.3626, -0.1037, -0.1665)  0.000
H (5.2608, 0.9290, 1.2943)  0.000
H (5.2837, -0.8585, 1.3308)  0.000
H (9.2782, 0.1784, 0.2380)  0.000
H (9.5466, 1.6642, 0.8547)  0.000
C (2.8735, -3.6497, 4.1171)  0.000
C (2.9737, -5.1628, 3.9479)  0.000
C (2.4729, -6.0001, 5.1864)  0.000
O (3.4764, -5.8829, 6.2402)  0.000
C (3.0694, -5.5285, 7.5828)  0.000
N (1.9938, -5.3558, 2.8998)  0.000
H (3.5240, -3.3047, 4.9207)  0.000
H (1.8875, -3.3085, 4.4325)  0.000
H (3.1500, -3.1863, 3.1700)  0.000
H (3.9906, -5.3613, 3.6093)  0.000
H (2.2727, -7.0396, 4.9268)  0.000
H (1.5017, -5.6279, 5.5124)  0.000
H (3.0423, -4.4412, 7.6541)  0.000
H (3.8756, -5.8350, 8.2493)  0.000
H (2.1311, -6.0021, 7.8717)  0.000
H (2.0747, -6.2623, 2.4619)  0.000
H (2.0982, -4.6974, 2.1410)  0.000
C (-1.0214, -4.8901, -2.1279)  0.000
C (-0.5639, -3.7990, -1.1902)  0.001
C (-0.3072, -4.2562, 0.2615)  -0.001
O (-1.5672, -4.7013, 0.8088)  -0.001
C (-1.5035, -5.2587, 2.1103)  0.001
N (0.6086, -3.2053, -1.7965)  -0.001
H (-1.0168, -4.5885, -3.1754)  0.000
H (-2.0346, -5.2481, -1.9449)  0.000
H (-0.3886, -5.7775, -2.1319)  0.000
H (-1.3050, -3.0015, -1.1360)  0.000
H (0.0441, -3.3932, 0.8271)  0.000
H (0.4544, -5.0360, 0.2676)  0.000
H (-2.4731, -5.5456, 2.5173)  0.000
H (-0.9876, -4.6108, 2.8189)  0.000
H (-0.9125, -6.1707, 2.0269)  0.000
H (1.3627, -3.8462, -1.5948)  0.000
H (0.8219, -2.4017, -1.2229)  0.000
C (-5.2205, -2.6753, 1.4486)  0.001
C (-5.3770, -2.4622, -0.0386)  0.000
C (-4.6029, -3.6293, -0.8618)  0.000
O (-4.9186, -3.6336, -2.2615)  0.000
C (-4.2959, -2.5874, -3.0547)  0.000
N (-6.7805, -2.3396, -0.5108)  0.000
H (-5.6619, -1.8558, 2.0158)  -0.001
H (-4.1720, -2.8080, 1.7154)  0.002
H (-5.7392, -3.5770, 1.7740)  0.000
H (-4.8406, -1.5692, -0.3594)  0.000
H (-4.9989, -4.5792, -0.5027)  0.000
H (-3.5160, -3.6468, -0.7804)  0.000
H (-4.5179, -1.5767, -2.7123)  0.000
H (-4.4633, -2.5879, -4.1318)  0.000
H (-3.2126, -2.6966, -3.0037)  0.000
H (-7.2975, -3.1903, -0.3399)  0.000
H (-6.8738, -2.3357, -1.5165)  0.000
C (-3.7059, 4.3770, -0.5802)  -0.001
C (-4.1565, 4.8840, -1.9551)  0.001
O (-3.1404, 5.7084, -2.4175)  0.000
H (-3.0261, 5.1027, -0.1336)  -0.003
H (-3.1958, 3.4295, -0.7537)  0.003
H (-4.5802, 4.2899, 0.0648)  0.000
H (-5.0563, 5.4870, -1.8333)  0.000
H (-4.4747, 4.0854, -2.6252)  0.000
H (-3.3444, 6.1998, -3.2166)  0.000
C (1.0766, 5.1609, 0.9744)  -0.001
C (-0.2454, 5.6496, 0.3383)  -0.004
O (-0.7747, 6.5659, 1.2399)  0.000
H (1.5482, 4.3405, 0.4333)  -0.001
H (0.8162, 4.7503, 1.9499)  0.005
H (1.7684, 5.9864, 1.1417)  0.000
H (-0.9043, 4.8304, 0.0505)  0.001
H (-0.0344, 6.2037, -0.5764)  0.000
H (-1.5639, 6.9631, 0.8643)  0.000

---

No. 3
Here is 2 unconnected molecules or ions with the total composition C4H15N2O at a distorted geometry from OMol25. Energies are from ωB97M-V/def2-TZVPD.

Properties
**Energy**: -345.4381 Eh
**<S²>**: 0.7547
**Orbital gap (alpha / beta)**: 9.9 / 4.9 eV
**Total charge**: +2
**HOMO (alpha / beta)**: -16.903 / -16.903 eV
**E_LUMO (alpha / beta)**: -7.030 / -12.032 eV
**Spin multiplicity**: 2

Each line ends with the Mulliken spin population.
Cartesian coordinates (Å):
N (-1.0553, -0.2849, -0.7697)  0.000
C (0.3601, -0.6984, -0.2619)  0.076
C (1.0377, -1.8098, -1.0218)  -0.001
C (1.2760, 0.5387, -0.0802)  0.009
N (2.2967, 0.3315, 0.9286)  0.773
C (1.9587, 0.1880, 2.2904)  0.028
H (-1.1935, -0.4621, -1.7707)  0.000
H (-1.2188, 0.7118, -0.5902)  0.001
H (-1.7783, -0.7995, -0.2605)  0.001
H (0.1039, -0.9737, 0.7648)  -0.002
H (1.8992, -2.1583, -0.4400)  0.000
H (0.4264, -2.7142, -1.0716)  0.002
H (1.3766, -1.3949, -1.9799)  0.001
H (0.7274, 1.3487, 0.3948)  0.000
H (1.6198, 0.8703, -1.0671)  0.012
H (3.1332, -0.2213, 0.7128)  -0.021
H (2.8605, 0.3864, 2.8733)  0.026
H (1.5239, -0.7919, 2.6126)  0.084
H (1.1699, 0.8808, 2.6108)  0.012
H (-5.1324, 2.1481, -1.4853)  0.000
H (-5.1681, 1.0389, -0.3560)  0.000
O (-4.5939, 1.5453, -0.9419)  0.000

---

No. 4
Here is a gas-phase ion, C20H31N6O3S3 (charge -1) at a distorted geometry from OMol25. Energies are from ωB97M-V/def2-TZVPD.

Properties
**Energy**: -2529.4763 Eh
**Orbital gap**: 6.6 eV
**SMILES**: CCNN(CCCSC(=S)n1ccnc1)[C@@H](CCCCCCCSc1nnco1)C(=O)[O-]
**Total charge**: -1
**HOMO**: -4.897 eV
**E_LUMO**: 1.741 eV

Each line ends with the Mulliken charge.
Cartesian coordinates (Å):
C (-1.7287, -3.4395, 0.4286)  -1.193
C (-2.7098, -2.2689, 0.3212)  0.087
N (-2.1084, -1.1198, -0.3722)  -0.531
N (-2.3551, 0.1288, 0.2895)  0.838
C (-3.6528, 0.6942, -0.0775)  -0.825
C (-4.5886, 1.0811, 1.0989)  -0.934
C (-3.9815, 1.2488, 2.4911)  -0.094
S (-4.0050, -0.2846, 3.5019)  -0.206
C (-2.3797, -0.1881, 4.2034)  -0.050
S (-1.1347, -1.0736, 3.7387)  -0.185
N (-2.2397, 0.7223, 5.2963)  0.274
C (-2.7513, 0.4455, 6.5417)  -0.220
C (-2.3931, 1.5107, 7.3031)  -0.427
N (-1.7090, 2.4253, 6.5749)  -0.663
C (-1.6250, 1.9327, 5.3571)  -0.122
C (-1.2423, 1.0245, -0.0606)  -0.422
C (-1.0445, 1.2556, -1.5808)  -1.267
C (0.3886, 0.9312, -1.9823)  -0.791
C (1.3298, 2.0469, -1.5176)  -0.595
C (2.7474, 1.9100, -2.0575)  -0.888
C (3.4684, 0.6723, -1.5512)  -0.410
C (4.7913, 0.4298, -2.3332)  -0.949
C (4.6528, -0.8459, -3.1505)  -0.649
S (6.2087, -1.0654, -4.0565)  -0.237
C (6.1082, -2.6909, -4.6627)  0.553
N (5.7164, -3.0426, -5.8411)  -0.309
N (5.8482, -4.4234, -5.8991)  -0.362
C (6.3050, -4.7803, -4.7523)  0.025
O (6.4984, -3.7473, -3.9135)  -0.248
C (-1.3705, 2.3671, 0.6769)  0.150
O (-0.5900, 2.5002, 1.6407)  -0.813
O (-2.2202, 3.1835, 0.2752)  -0.762
H (-2.0662, -4.3146, -0.1163)  0.304
H (-0.7685, -3.1259, 0.0404)  0.302
H (-1.5695, -3.7509, 1.4566)  0.303
H (-3.1184, -1.9819, 1.2793)  -0.134
H (-3.5497, -2.6255, -0.2799)  0.314
H (-2.5040, -1.0977, -1.3059)  0.244
H (-3.5376, 1.5874, -0.6825)  0.341
H (-4.1842, -0.0160, -0.7059)  0.510
H (-5.0246, 2.0487, 0.8724)  0.440
H (-5.4319, 0.3981, 1.1635)  0.381
H (-2.9753, 1.6343, 2.4918)  -0.345
H (-4.5863, 1.9670, 3.0311)  0.584
H (-3.3020, -0.4306, 6.8055)  0.401
H (-2.6034, 1.6320, 8.3495)  0.397
H (-1.1519, 2.4014, 4.5081)  0.503
H (-0.3514, 0.5441, 0.3205)  0.711
H (-1.7768, 0.7342, -2.1910)  0.604
H (-1.2023, 2.3154, -1.7529)  0.671
H (0.4954, 0.7516, -3.0528)  0.308
H (0.6983, 0.0177, -1.4813)  0.241
H (0.9001, 2.9865, -1.8503)  0.389
H (1.3576, 2.0371, -0.4322)  0.283
H (2.7432, 1.9463, -3.1456)  0.432
H (3.3162, 2.7676, -1.7018)  0.305
H (2.8342, -0.2026, -1.6407)  0.297
H (3.7316, 0.7849, -0.5053)  0.302
H (5.6134, 0.3422, -1.6332)  0.449
H (4.9485, 1.2724, -2.9951)  0.455
H (3.8312, -0.7140, -3.8419)  0.381
H (4.4624, -1.6676, -2.4738)  0.434
H (6.5389, -5.7821, -4.4608)  0.419

---

Number 2 is which compound?
C42H111F6N10O15S2Ti

---

What is the energy in the fourth record?
-2529.4763 Eh

---

The lowest energy belongs to which entry?
C42H111F6N10O15S2Ti